No. 1
Entry from the OMol25 dataset: an isolated ion of composition C8H16NO and charge +1 in a non-equilibrium geometry (wB97M-V/def2-TZVPD).

Summary:
Max |F| (eV/A): 5.8
Orbital gap (eV): 9.95
SMILES: CCC1=C(C)C[NH2+][C@@H]1OC
Multiplicity: 1
E (hartree): -444.10622
Net charge: +1
LUMO level (Ha): -0.1124
Energy relative to the best compared isomer or geometry (same formula, charge and spin) (kcal per mole): 49.4

Positions of all 26 atoms, in Å:
C: -1.166596 -0.967609 0.009716
C: -0.409159 0.196156 0.039601
C: -0.357747 -2.048749 0.664327
C: 0.973450 0.114441 0.613557
C: -2.333871 -1.214544 -0.783760
C: -0.260584 1.304177 -2.363954
C: 2.227841 1.462352 2.110197
C: -0.778067 1.373711 -0.923559
N: 0.999828 -1.508804 0.987925
O: 1.041738 0.812664 1.747166
H: -0.838950 -2.278849 1.603866
H: -0.255074 -2.849514 -0.080849
H: 1.763328 0.249267 -0.076361
H: -2.209904 -0.563993 -1.656082
H: -3.182656 -0.892788 -0.328101
H: -2.514508 -2.263416 -1.089370
H: 0.834586 1.582799 -2.437275
H: -0.979039 2.000712 -2.903334
H: -0.481158 0.312209 -2.779357
H: 2.137481 1.660904 3.194840
H: 2.241445 2.417798 1.548702
H: 3.078479 0.897182 1.735713
H: -1.924826 1.413432 -0.809547
H: -0.530815 2.409072 -0.520221
H: 1.278204 -1.511899 1.997637
H: 1.646573 -2.106712 0.498522

Cartesian forces (eV/Å) of the 3 atoms listed first:
C 4.97 2.75 1.17
C -1.43 -0.93 -2.70
C -0.74 -0.01 0.23

***

No. 2
Entry from the OMol25 dataset: an isolated ion of composition C8H16NO2 and charge +1 in a non-equilibrium geometry (wB97M-V/def2-TZVPD).

Summary:
Max |F| (eV/A): 1.1
Orbital gap (eV): 8.47
Multiplicity: 1
E (hartree): -519.40047
Net charge: +1
LUMO level (Ha): -0.1371
Energy relative to the best compared isomer or geometry (same formula, charge and spin) (kcal per mole): 0.0

Positions of all 27 atoms, in Å:
C: -0.470922 -1.538081 -0.520674
C: -1.708066 -0.729195 -0.034644
C: -0.981450 1.968711 2.282626
C: -0.837783 0.728043 3.185019
C: 0.481907 -0.763421 -1.450041
C: -1.421578 0.122958 1.126708
C: 1.356792 -1.771487 -2.207521
C: 1.592879 1.418268 -1.425085
N: 1.283823 0.197244 -0.706069
O: -1.396960 1.404429 1.031080
O: -1.126722 -0.354746 2.284419
H: 0.079244 -1.927409 0.334740
H: -0.861376 -2.388144 -1.080148
H: -2.083339 -0.103387 -0.845628
H: -2.470265 -1.456451 0.255435
H: -1.746039 2.673909 2.616083
H: -0.041148 2.501994 2.113485
H: 0.168549 0.583020 3.584040
H: -1.561224 0.694228 4.003260
H: -0.121765 -0.208562 -2.177112
H: 0.755235 -2.403816 -2.853437
H: 1.901993 -2.404155 -1.509063
H: 2.077009 -1.241418 -2.826363
H: 2.093599 1.242527 -2.383577
H: 0.664519 1.958964 -1.615565
H: 2.237628 2.041204 -0.808076
H: 2.135461 -0.245228 -0.373891

Cartesian forces (eV/Å) of the 3 atoms listed first:
C 0.08 0.27 -0.31
C 0.07 -0.25 -0.17
C 0.39 0.54 0.87

***

No. 3
Entry from the OMol25 dataset: a 2-piece molecular cluster, C8H16NO3 overall in a non-equilibrium geometry (wB97M-V/def2-TZVPD).

Summary:
Max |F| (eV/A): 4.8
Orbital gap (alpha / beta) (eV): 8.83 / 8.83
Multiplicity: 1
E (hartree): -594.46700
Net charge: +1
LUMO level (alpha / beta) (Ha): -0.1468 / -0.1468
Energy relative to the best compared isomer or geometry (same formula, charge and spin) (kcal per mole): 107.9

Positions of all 28 atoms, in Å:
C: 1.806069 -0.133678 0.466021
C: 0.322088 1.838554 -0.338592
C: 1.473826 -0.993636 1.782277
C: -0.992368 2.189671 0.282936
C: -0.362283 0.286616 1.302024
C: 0.863164 -0.412025 -2.241207
C: -2.982617 -0.775297 1.444415
C: -0.115978 -0.532226 -1.083833
N: 0.505520 0.435459 -0.057034
O: 0.396886 -0.309070 2.290028
O: -1.006209 1.444342 1.528716
O: -1.889961 -1.131299 0.642607
H: 2.361355 0.754724 0.794108
H: 2.535549 -0.685520 -0.289693
H: 0.486386 2.118786 -1.356481
H: 1.101085 2.532454 0.132789
H: 1.242322 -2.020910 1.543697
H: 2.258684 -0.927015 2.523745
H: -1.046238 3.240922 0.509684
H: -1.901759 1.918624 -0.333432
H: 1.589564 -1.183153 -2.378201
H: 0.252483 -0.368579 -3.124103
H: 1.310430 0.509466 -2.252278
H: -3.180705 0.250845 1.241246
H: -2.678413 -0.783971 2.556922
H: -3.814427 -1.387715 1.073674
H: -0.441076 -1.408158 -0.573944
H: -1.132361 -0.101939 -1.344865

Cartesian forces (eV/Å) of the 3 atoms listed first:
C 2.69 -0.39 -0.04
C 1.92 2.48 0.69
C 1.07 0.55 -2.73

***

No. 4
Entry from the OMol25 dataset: a 2-piece molecular cluster, C8H16O2 overall (wB97M-V/def2-TZVPD).

Summary:
Max |F| (eV/A): 0.6
Orbital gap (eV): 9.48
SMILES: CC(=O)C(C)=O.CC(C)C
Multiplicity: 1
E (hartree): -464.89265
Net charge: 0
LUMO level (Ha): -0.0030
Energy relative to the best compared isomer or geometry (same formula, charge and spin) (kcal per mole): 23.3

Positions of all 26 atoms, in Å:
C: -0.793918 -1.303283 -0.128712
C: 0.508162 -2.099708 -0.125273
C: -1.951111 -2.163151 0.373561
C: -1.081590 -0.777559 -1.532592
H: -0.680681 -0.446753 0.549155
H: -2.007479 -0.205408 -1.551309
H: 0.411451 -2.978288 -0.759387
H: 0.757941 -2.430818 0.880847
H: 1.324548 -1.491916 -0.507234
H: -1.749757 -2.530029 1.377762
H: -2.095846 -3.019429 -0.281686
H: -2.875478 -1.589812 0.397311
H: -1.181085 -1.606547 -2.229828
H: -0.267982 -0.140660 -1.872436
C: 2.341134 0.844569 1.293143
C: -0.509904 2.829936 -0.340327
C: 1.590254 1.483979 0.169694
C: 0.606718 2.580732 0.621781
O: 1.715736 1.204851 -0.996934
O: 0.767803 3.164440 1.664337
H: -1.191627 1.980612 -0.313677
H: 2.679756 1.617088 1.980479
H: 3.175631 0.257942 0.919890
H: 1.660678 0.194747 1.842605
H: -1.048368 3.737306 -0.082550
H: -0.104984 2.887155 -1.348620

Cartesian forces (eV/Å) of the 3 atoms listed first:
C -0.03 -0.19 -0.18
C -0.15 0.25 0.11
C 0.18 0.28 0.07

***

No. 5
Entry from the OMol25 dataset: one molecule with the formula C8H16O2Si in a non-equilibrium geometry (wB97M-V/def2-TZVPD).

Summary:
Max |F| (eV/A): 5.5
Orbital gap (eV): 10.14
SMILES: CC[Si](C)(C)/C(C)=C\OC=O
Multiplicity: 1
E (hartree): -754.33024
Net charge: 0
LUMO level (Ha): 0.0306
Energy relative to the best compared isomer or geometry (same formula, charge and spin) (kcal per mole): 58.0

Positions of all 27 atoms, in Å:
C: -2.447167 0.666748 -0.495876
C: -2.404545 -1.466394 0.317898
C: 1.955814 -2.228998 -0.286523
C: -1.157878 2.538731 -0.091149
C: 1.695974 1.060368 -1.051836
C: 0.883048 0.282207 1.961234
C: 0.610474 -1.616373 -0.519843
C: -1.218693 1.066959 -0.196510
O: -2.672189 -0.708504 -0.724152
O: -2.039826 -1.247766 1.400699
Si: 0.512317 0.137751 0.104620
H: -3.344187 1.106410 -0.791860
H: -2.809045 -2.488565 0.012601
H: 2.086949 -3.325094 -0.554160
H: 2.759982 -1.511824 -0.718976
H: 2.177067 -2.295884 0.704229
H: -2.081060 2.855767 0.171747
H: -0.756918 3.014283 -1.044595
H: -0.379733 2.927533 0.610305
H: 2.828042 0.900540 -0.843109
H: 1.482219 0.611192 -1.976792
H: 1.682299 2.227185 -1.200424
H: 1.808393 0.828191 2.079364
H: 0.076170 0.996545 2.350135
H: 0.738243 -0.520282 2.675135
H: -0.293747 -2.193061 -0.270496
H: 0.307988 -1.617665 -1.621662

Cartesian forces (eV/Å) of the 3 atoms listed first:
C 2.18 -2.25 -0.52
C -2.95 -4.04 -2.29
C 1.26 -0.32 -2.64

***

No. 6
Entry from the OMol25 dataset: a 2-piece molecular cluster, C8H16O3S overall in a non-equilibrium geometry (wB97M-V/def2-TZVPD).

Summary:
Max |F| (eV/A): 3.9
Orbital gap (eV): 9.15
SMILES: COC(=S)OC(C)(C)C.C=CO
Multiplicity: 1
E (hartree): -938.20989
Net charge: 0
LUMO level (Ha): 0.0197
Energy relative to the best compared isomer or geometry (same formula, charge and spin) (kcal per mole): 75.7

Positions of all 28 atoms, in Å:
C: 0.979778 0.302907 3.001393
C: 1.559838 -0.325587 1.975894
C: 1.101126 0.025365 -0.915749
C: -1.612163 -0.287491 -1.839435
C: -1.781438 -1.788169 0.278295
C: -1.326000 0.658701 0.596005
C: 1.586949 2.078649 -2.011062
C: -1.122889 -0.491466 -0.365338
O: 1.589946 -1.669480 1.818828
O: 0.617279 1.096967 -1.519240
O: 0.207180 -0.859188 -0.433857
S: 2.632736 -0.548986 -1.053802
H: 0.416951 -0.332758 3.805280
H: 1.084600 1.340668 3.119854
H: 2.271448 0.106253 1.380864
H: -1.204442 0.462208 -2.499243
H: -1.470488 -1.208594 -2.408605
H: -2.805271 -0.216894 -1.915168
H: -1.673443 -2.797240 -0.201105
H: -2.930944 -1.631741 0.182432
H: -1.443147 -1.935596 1.334232
H: -1.019695 0.505021 1.648509
H: -0.889114 1.488954 0.124790
H: -2.412724 1.050013 0.782758
H: 1.010750 2.681493 -2.691523
H: 2.418453 1.482378 -2.381806
H: 1.861535 2.771510 -1.095305
H: 2.353188 -1.957898 1.282101

Cartesian forces (eV/Å) of the 3 atoms listed first:
C -1.01 -3.05 0.99
C 0.17 -1.06 2.68
C -0.08 -2.03 -1.41